Record 1
Below is 2 unconnected molecules or ions with the total composition C3H9NS2, with properties calculated with ωB97M-V/def2-TZVPD.

Last column: Mulliken charge in e.
Geometry (Å):
C 1.335 0.982 -0.447  -0.5785
C 1.837 0.852 0.777  0.0829
N 2.110 -0.372 1.401  -0.5049
H 1.286 1.872 -1.052  0.2437
H 0.851 0.100 -0.869  0.0578
H 1.800 1.690 1.461  0.2407
H 1.522 -1.167 1.187  0.2014
H 2.171 -0.271 2.403  0.2714
C -1.882 -0.663 -1.664  -0.7664
S -2.103 0.603 -0.380  -0.0538
S -2.401 -0.469 1.353  -0.1895
H -1.539 -0.011 -2.476  0.2666
H -1.070 -1.362 -1.462  0.2749
H -2.817 -1.155 -1.881  0.3387
H -1.100 -0.629 1.647  0.1152

Multiplicity   1
SMILES   C=CN.CSS
Calculated total energy   -970.78336 a.u.
LUMO energy   0.507 eV
Frontier orbital gap   8.75 eV



Record 2
Below is a molecular structure, C44H32BrCl2F4FeN4O3PS, with properties calculated with ωB97M-V/def2-TZVPD.

Last column: Mulliken spin population.
Geometry (Å):
Fe 0.585 -1.284 -1.379  4.2977
F -3.320 -6.561 -2.472  0.0002
C -3.080 -5.271 -2.303  0.0000
C -3.886 -4.514 -1.480  0.0006
F -4.908 -5.083 -0.856  0.0001
C -3.636 -3.161 -1.304  0.0024
F -4.470 -2.510 -0.495  0.0000
C -2.578 -2.528 -1.931  0.0110
P -2.033 -0.797 -1.670  0.0382
C -3.024 -0.096 -0.327  0.0103
C -4.309 0.396 -0.558  -0.0014
C -5.042 0.935 0.483  0.0008
C -4.499 0.996 1.763  0.0008
C -3.217 0.522 1.997  -0.0008
C -2.473 -0.013 0.951  -0.0144
C -2.660 0.054 -3.148  -0.0066
C -3.133 -0.604 -4.277  0.0023
C -3.524 0.123 -5.395  -0.0026
C -3.438 1.507 -5.394  0.0053
C -2.964 2.170 -4.268  -0.0017
C -2.571 1.447 -3.153  0.0008
C -1.783 -3.326 -2.755  0.0228
Br -0.307 -2.569 -3.664  0.0540
C -2.019 -4.666 -2.954  -0.0025
F -1.252 -5.397 -3.755  -0.0004
H -4.743 0.344 -1.549  0.0003
H -6.046 1.299 0.302  0.0001
H -5.078 1.418 2.575  0.0001
H -2.788 0.570 2.989  0.0001
H -1.465 -0.356 1.134  0.0147
H -3.219 -1.683 -4.294  0.0010
H -3.895 -0.398 -6.268  0.0001
H -3.742 2.069 -6.268  0.0003
H -2.895 3.251 -4.260  0.0000
H -2.193 1.968 -2.284  0.0031
Cl -0.491 0.109 5.369  0.0000
C 0.524 0.737 4.101  0.0032
C 0.274 2.015 3.636  -0.0002
C 1.039 2.527 2.602  0.0019
C 2.061 1.755 2.080  0.0014
C 2.333 0.493 2.581  -0.0082
Cl 3.732 -0.321 1.943  0.0002
C 1.557 -0.074 3.601  0.0093
N 1.796 -1.309 4.190  -0.0002
C 2.437 -2.446 3.612  -0.0009
C 3.650 -2.867 4.141  -0.0002
C 4.326 -3.944 3.592  0.0016
C 3.789 -4.603 2.494  -0.0020
C 2.551 -4.220 2.011  -0.0066
C 1.843 -3.163 2.580  0.0110
C 0.411 -2.951 2.133  0.0047
C 0.292 -2.289 0.800  -0.0680
O -0.242 -2.861 -0.188  0.1133
O 0.736 -1.114 0.624  0.0847
H -0.519 2.599 4.085  0.0000
H 0.844 3.520 2.218  0.0004
H 2.693 2.134 1.286  -0.0035
H 1.545 -1.377 5.161  0.0000
H 4.075 -2.315 4.971  0.0000
H 5.275 -4.256 4.007  0.0002
H 4.316 -5.431 2.039  0.0008
H 2.100 -4.775 1.193  0.0006
H -0.140 -2.340 2.855  -0.0005
H -0.075 -3.921 2.055  0.0010
S 4.423 -3.724 -1.101  0.1594
C 3.186 -2.795 -1.375  0.0175
N 2.244 -2.083 -1.575  0.0851
C 3.341 4.145 0.332  -0.0005
N 3.080 2.970 -0.494  0.0124
N 1.821 2.447 -0.659  -0.0004
C 1.940 1.215 -1.219  -0.0125
O 0.879 0.555 -1.548  0.1293
C 3.306 0.935 -1.344  0.0122
C 3.975 2.040 -0.876  -0.0019
C 5.439 2.281 -0.750  0.0005
C 0.616 3.199 -0.476  0.0131
C 0.487 4.475 -1.003  0.0036
C -0.693 5.176 -0.794  -0.0005
C -1.730 4.602 -0.068  0.0007
C -1.587 3.320 0.449  0.0005
C -0.413 2.610 0.245  -0.0020
H 2.432 4.424 0.856  0.0004
H 3.671 4.985 -0.276  0.0003
H 4.107 3.905 1.066  0.0007
H 3.727 0.026 -1.736  0.0050
H 5.979 1.573 -1.375  -0.0001
H 5.768 2.136 0.282  -0.0003
H 5.703 3.293 -1.055  0.0000
H 1.290 4.912 -1.584  0.0001
H -0.802 6.172 -1.204  0.0000
H -2.645 5.155 0.097  0.0000
H -2.387 2.870 1.028  -0.0002
H -0.287 1.615 0.652  -0.0028

Charge   +1
Multiplicity   6
Calculated total energy   -8037.61548 a.u.
LUMO energy (spin up / spin down)   -2.190 / -4.066 eV
Frontier orbital gap (spin up / spin down)   8.03 / 6.15 eV



Record 3
Below is a molecular structure, C35H25ClN3OS4Ti, with properties calculated with ωB97M-V/def2-TZVPD.

Last column: Mulliken spin population.
Geometry (Å):
Ti -0.561 0.497 -0.340  0.1194
S 1.578 -2.514 -0.560  0.7013
C 2.761 -2.400 0.702  -0.0296
C 3.569 -3.529 0.933  0.0729
C 4.609 -3.509 1.838  -0.0310
C 4.902 -2.350 2.547  0.0635
C 4.123 -1.225 2.341  -0.0309
C 3.048 -1.245 1.458  0.0280
S 2.111 0.273 1.323  0.0199
C 1.240 0.256 2.908  0.0006
C -0.105 -0.412 2.863  0.0081
C -0.766 -0.616 4.071  0.0021
C -1.906 -1.387 4.093  -0.0011
C -2.302 -2.010 2.919  0.0010
C -1.600 -1.757 1.753  0.0029
C -1.911 -2.560 0.532  -0.0128
S -1.499 -1.752 -1.029  0.2219
C -2.431 0.972 0.477  0.0038
C -3.629 0.425 -0.015  0.0163
C -4.862 0.589 0.595  -0.0026
C -4.953 1.337 1.761  0.0026
C -3.812 1.900 2.294  -0.0025
C -2.551 1.734 1.683  0.0046
S -1.198 2.447 2.520  0.0005
N -0.563 -0.903 1.706  0.0140
H 3.357 -4.425 0.362  -0.0018
H 5.205 -4.400 1.990  -0.0012
H 5.728 -2.322 3.245  0.0042
H 4.339 -0.302 2.865  0.0011
H 1.129 1.296 3.201  -0.0024
H 1.875 -0.257 3.634  0.0010
H -0.384 -0.145 4.967  -0.0002
H -2.456 -1.540 5.013  0.0000
H -3.139 -2.695 2.898  0.0002
H -2.961 -2.850 0.522  0.0047
H -1.302 -3.467 0.575  -0.0006
H -3.602 -0.177 -0.917  0.0052
H -5.748 0.128 0.169  0.0002
H -5.909 1.471 2.258  0.0003
H -3.857 2.476 3.209  -0.0004
Cl 5.363 4.744 -0.663  -0.0026
C 3.810 3.957 -0.553  -0.0771
C 2.760 4.606 0.098  0.1592
C 1.534 3.973 0.188  -0.0802
C 1.330 2.700 -0.348  0.1171
O 0.173 2.084 -0.182  -0.0302
C 2.397 2.069 -1.066  -0.0330
C 2.168 0.868 -1.787  0.3858
N 0.950 0.342 -1.838  0.1181
C 0.463 -0.393 -2.881  -0.0726
C 1.096 -1.337 -3.671  0.1546
C 0.397 -1.931 -4.728  -0.0471
C -0.884 -1.553 -5.056  0.0924
C -1.539 -0.551 -4.308  -0.0022
C -2.824 -0.044 -4.586  0.0286
C -3.340 0.950 -3.790  -0.0142
C -2.629 1.391 -2.671  0.0361
N -1.441 0.910 -2.348  -0.0163
C -0.877 -0.004 -3.186  -0.0374
C 3.644 2.720 -1.123  0.0721
H 2.905 5.584 0.533  0.0151
H 0.707 4.435 0.712  -0.0026
H 2.963 0.497 -2.433  0.0205
H 2.102 -1.653 -3.431  0.0213
H 0.881 -2.707 -5.308  -0.0025
H -1.408 -2.021 -5.880  0.0056
H -3.385 -0.433 -5.427  0.0007
H -4.311 1.379 -4.000  -0.0002
H -3.043 2.136 -2.006  0.0053
H 4.471 2.235 -1.626  0.0021

Charge   -1
Multiplicity   3
Calculated total energy   -4490.74815 a.u.
LUMO energy (spin up / spin down)   2.104 / 0.485 eV
Frontier orbital gap (spin up / spin down)   4.91 / 3.83 eV